(1)
Entry from OMol25: 19 unconnected molecules or ions with the total composition C34H106O19 at a distorted geometry (ωB97M-V with the def2-TZVPD basis set).

```
159
Properties=species:S:1:pos:R:3:mulliken_charge:R:1
H -0.86 2.12 5.41 0.42
H -1.78 4.81 0.55 0.14
H -6.42 -2.88 -1.23 0.37
O 6.15 -1.04 -0.59 -0.42
C 6.72 0.07 -5.30 0.34
O -1.57 -0.12 5.98 -0.58
H -3.41 4.83 6.08 0.32
H 5.15 0.98 -6.43 0.35
H 7.05 1.87 -4.83 0.30
O -0.44 -6.02 0.40 -0.39
O -6.34 -3.03 -2.17 -0.66
O 2.73 -3.13 2.99 -0.47
H 4.44 -1.54 -1.37 -0.25
H -0.28 -0.70 4.35 0.37
O 3.43 1.53 -2.64 -0.60
H -0.21 -3.96 5.28 0.26
H 1.16 4.26 -2.96 -0.41
C -0.95 0.05 4.76 0.17
H 3.23 0.60 -2.65 0.12
H -3.60 3.39 2.70 0.36
H 4.57 -0.25 -5.26 0.12
H -1.80 0.16 4.08 0.03
H 2.57 2.80 -3.62 0.36
H -7.46 -2.46 3.30 0.47
C 2.94 -2.59 -1.72 1.23
H -3.76 -3.66 3.36 0.27
O -1.78 -4.78 2.18 -0.70
H 0.89 -5.67 3.11 0.33
H 2.27 -0.29 1.01 -0.08
H 1.73 -4.67 2.35 0.33
H 2.45 4.31 -0.72 -0.16
H 0.37 4.00 -5.95 0.37
H -7.82 -0.39 0.16 0.41
H 2.16 -3.57 -3.55 0.39
H -3.52 -0.39 -6.52 0.31
H -2.43 6.40 -0.11 0.36
O -4.39 -0.55 5.23 -0.59
H 3.68 -4.58 -1.75 0.43
H -2.44 -1.36 -3.15 0.27
H 1.24 -5.54 -1.35 0.09
O 6.78 1.10 -4.32 -0.52
C -0.32 1.46 4.74 -1.17
C -2.30 -0.26 -5.06 -0.43
C -7.24 -0.28 1.08 -1.48
H -6.57 0.56 0.89 0.36
H -1.42 -7.01 -0.94 0.25
H -4.55 -0.06 6.04 0.26
H 2.68 4.89 3.31 0.41
H -0.07 6.63 -1.72 0.24
C -2.23 -3.48 1.83 2.10
H -1.62 0.15 -3.16 -0.06
H -6.29 -1.16 3.42 0.37
H -3.18 -2.90 -0.13 0.16
H -0.59 4.97 -4.77 0.34
C 1.20 -0.29 1.18 -0.40
O -3.43 -0.82 -5.67 -0.51
H 5.85 1.61 -0.12 0.46
H 2.86 -3.52 3.85 0.25
H -0.31 1.91 3.74 -0.03
O 0.95 5.19 1.21 -0.65
C 1.84 4.08 1.32 1.38
H 4.38 1.58 -2.76 0.17
H -1.10 4.14 -1.64 -0.38
C 2.87 4.34 0.28 -0.75
H 6.66 -1.83 -0.40 0.23
H 4.33 0.77 -0.22 -0.21
H 0.95 -6.82 -2.46 0.44
O -0.05 5.80 -1.25 -0.54
H -2.03 0.77 -5.31 0.30
C 0.39 4.58 -5.03 -1.77
C 2.44 3.96 2.79 -1.17
H -1.45 -0.85 -5.41 0.24
C -3.11 -3.70 0.60 -0.96
C 6.94 -1.16 -4.44 -0.91
C -6.54 -1.66 1.32 1.39
H 4.84 1.31 1.35 0.25
C 4.03 -3.64 -1.31 -1.59
C 0.45 -6.19 -1.73 -0.89
H 1.06 5.42 -5.20 0.44
H 0.68 5.38 0.31 0.38
C -3.05 5.56 5.35 -1.23
H 7.58 0.22 -5.95 0.43
H -1.43 -5.21 1.40 0.60
C 6.03 -0.35 0.65 -0.37
H 2.01 -2.80 -1.19 -0.35
O 2.20 3.35 -4.31 -0.53
C 2.54 -2.61 -3.20 -1.38
H 1.14 0.72 1.58 0.12
H -1.39 -0.32 1.09 0.20
O 0.89 0.02 -1.27 0.46
H -1.84 5.52 -2.38 0.48
C -1.29 5.20 -1.50 0.33
O 0.02 -4.35 4.44 -0.69
H -3.24 5.78 3.12 0.23
H 3.39 5.29 0.41 0.34
C -1.09 -0.16 0.06 -1.10
C -2.52 -0.34 -3.53 -0.42
H -2.30 -2.70 3.86 0.17
C 5.33 0.00 -6.00 -1.05
H -5.74 -2.79 2.93 0.32
C 0.93 3.75 -3.89 1.61
H 0.69 1.33 5.12 0.41
C -3.13 3.74 3.61 -1.21
H -0.78 -4.31 3.92 0.39
H 0.25 -1.64 -0.45 -0.24
H 0.46 1.94 -2.77 0.13
H -1.83 -0.75 -0.47 -0.02
H -5.51 -1.57 0.96 -0.30
H -3.49 6.52 5.58 0.34
H -1.05 -0.84 6.35 0.34
H 3.52 -2.61 2.84 0.18
O 3.50 -1.36 -1.35 0.31
H 5.02 -3.54 -1.74 0.40
H 1.79 -0.30 -1.28 -0.66
H -3.59 -2.12 2.74 0.38
H 1.12 -1.06 1.95 0.19
O -4.93 5.29 3.97 -0.57
O -7.13 -2.71 0.62 -0.61
H -7.35 -3.46 1.17 0.27
H 0.11 -7.81 -0.28 0.33
H 0.23 -6.07 1.08 0.23
H 1.75 3.39 3.40 0.12
H -3.44 -0.62 5.18 0.36
H -7.94 0.07 1.84 0.32
H -1.96 5.58 5.46 0.31
H -0.25 -5.62 -2.35 0.33
H 5.35 -0.72 -6.82 0.37
C -3.54 5.14 3.95 0.57
H -5.42 -2.86 -2.36 0.30
H -1.17 0.90 -0.20 0.35
H -0.05 1.85 -4.43 0.37
H 3.41 -2.28 -3.75 0.16
H -1.49 -2.76 1.49 -0.82
H 7.01 -2.03 -5.10 0.41
H -3.47 0.14 -3.30 0.34
H -5.12 6.21 3.80 0.34
H 6.05 -1.43 -3.89 -0.17
C 0.34 -0.60 -0.13 1.38
H 1.67 -2.00 -3.47 0.24
H -2.69 -4.52 0.01 0.15
C -0.36 -6.91 -0.68 -0.38
H 7.78 -1.16 -3.74 0.37
C -6.54 -2.06 2.86 -1.52
H 3.62 3.55 0.39 0.13
H 4.06 -3.77 -0.23 0.35
H 3.38 3.41 2.82 0.29
H 5.45 -0.90 1.39 0.00
H -4.16 -3.93 0.82 0.12
H -0.98 2.81 -3.37 0.50
H 6.94 -0.19 1.23 0.44
C 0.05 2.54 -3.59 -1.29
C -2.98 -2.96 3.05 -1.34
O 1.53 -5.60 2.40 -0.72
C 5.21 0.91 0.41 -0.38
H -3.10 4.83 -0.50 0.44
H -3.57 3.05 4.33 0.41
H 1.30 3.19 1.00 -0.28
C -2.17 5.36 -0.30 -1.14
H -2.06 3.60 3.51 0.13
```

Gap between HOMO and LUMO in eV: 9.1083
Total energy in Ha: -2788.38962
Total charge: 0

---

(2)
Entry from OMol25: a molecular structure, C35H31Cl2NO2PPd at a distorted geometry (ωB97M-V with the def2-TZVPD basis set).

```
73
Properties=species:S:1:pos:R:3:mulliken_charge:R:1
H -0.46 -1.04 6.35 0.35
C 4.24 1.96 -2.22 -0.30
C 3.75 -0.42 -1.80 -0.78
C 0.31 -3.12 -4.71 -0.82
O 1.44 -0.75 -1.37 -0.85
C -4.51 3.55 2.57 -0.57
C -0.36 0.04 3.16 0.84
H -0.35 2.48 3.78 0.17
H -5.72 2.39 1.19 0.42
C -2.52 1.65 2.02 0.86
C -1.87 -1.05 -1.03 -1.66
C -4.77 2.48 1.70 -0.69
C -2.95 -3.12 -0.28 -0.84
O 2.52 0.43 0.19 -0.82
H -0.90 -1.42 -4.37 0.48
H -0.06 3.09 2.11 0.21
H -3.93 -4.09 2.80 0.36
C 1.87 -0.38 3.93 -0.73
H 4.44 4.03 -2.40 0.40
C 2.52 -0.15 -0.90 0.85
C 1.18 -0.81 -4.42 0.21
H -3.49 -1.49 3.24 0.37
C 2.66 -2.72 -5.11 0.27
H -2.63 -0.30 5.77 0.45
H 4.31 2.11 -1.14 0.33
C 4.23 1.79 -4.99 -0.77
P -1.46 0.12 1.73 0.62
Cl 4.32 -3.26 -5.09 -0.25
H -0.60 -3.75 -4.80 0.35
C 1.32 -0.83 5.16 -0.59
C 4.35 3.13 -2.97 -0.66
H -0.63 4.20 3.36 0.53
H 4.66 -0.43 -1.16 0.38
C -0.88 -0.15 4.43 1.71
C 1.04 -0.03 2.87 -0.70
H 4.26 -0.86 -5.53 0.33
H -2.98 4.60 3.63 0.38
H -2.87 -3.62 -1.30 0.25
H 2.97 -0.33 3.80 0.40
C -3.20 3.81 2.94 -0.77
C 3.88 0.63 -4.23 -0.20
H -3.99 0.66 0.88 0.45
H -2.39 -0.13 -1.40 0.35
H 4.41 3.95 -5.03 0.37
C -3.23 -2.03 2.34 -0.27
C -2.25 0.25 4.94 -1.19
C 4.34 3.07 -4.40 -0.53
H 3.61 -1.33 -2.38 0.22
H 1.42 0.14 1.86 0.28
C 0.13 -1.74 -4.40 -0.42
C 4.02 0.72 -2.77 0.63
H -5.31 4.23 2.97 0.28
C -0.05 -0.71 5.40 -1.27
C -3.76 1.54 1.44 -0.82
Pd -0.16 -0.18 -0.17 -0.46
C -2.15 2.89 2.59 0.71
C -3.52 -3.82 0.76 -0.25
H -3.99 -4.74 0.59 0.43
C -2.40 -1.40 1.41 0.20
C -0.70 3.21 2.98 -1.21
N 3.56 -0.54 -4.88 0.01
C -2.43 -1.85 0.06 1.80
Cl 0.98 0.83 -3.85 -0.14
H -1.22 0.98 0.17 0.10
C -3.55 -3.36 2.10 -1.10
C 1.60 -3.59 -5.08 -0.31
H -1.38 -1.46 -1.90 0.03
H 4.26 1.64 -6.06 0.41
H -2.20 1.39 5.12 0.23
H -2.95 0.21 4.07 0.04
C 2.43 -1.33 -4.79 0.16
H 1.70 -4.64 -5.32 0.39
H 2.05 -1.24 5.87 0.32
```

ΔE to the lowest compared entry with this formula, charge and spin in kcal per mole: 0.0
Gap between HOMO and LUMO (alpha / beta) in eV: 3.5405 / 7.2370
Expectation value of S²: 2.01
Spin multiplicity: 3
Total energy in Ha: -2947.04566
Total charge: -1

---

(3)
Entry from OMol25: 16 unconnected molecules or ions with the total composition C44H54F3N13 at a distorted geometry (ωB97M-V with the def2-TZVPD basis set).

```
114
Properties=species:S:1:pos:R:3:mulliken_charge:R:1
N -7.46 -1.26 0.41 -0.46
C -2.39 -3.15 -4.46 -0.65
H -3.78 -1.98 -1.07 0.35
H -3.39 2.96 1.47 -0.38
H 2.09 -4.47 -1.07 0.20
C 1.50 -2.87 -6.20 -0.39
C 1.32 -6.41 -1.54 0.28
C 1.67 -5.16 5.26 0.10
F 2.77 -4.21 -7.61 -0.31
H 3.50 5.64 0.48 0.42
C -0.92 4.34 -0.41 -0.91
H 5.14 -0.29 1.90 0.36
H -0.10 -1.33 -9.38 0.35
H 0.72 -0.94 1.67 0.20
H -1.59 5.10 0.01 0.33
H 1.87 4.17 3.86 0.31
H -2.61 1.31 -3.54 -0.04
C 0.12 5.38 4.34 0.20
H 1.59 5.52 2.76 0.20
H -5.97 0.95 -1.40 0.33
N -0.95 5.51 4.67 -0.39
C 1.90 -3.25 -7.46 0.22
H 2.15 -1.79 -3.65 0.00
C 1.32 -2.76 -8.63 -0.26
H 5.26 2.87 3.23 0.39
C -6.73 -0.41 0.08 0.17
H 2.17 5.82 4.33 0.36
H -3.94 3.52 3.08 0.35
H -1.64 -2.38 2.58 0.11
H -0.81 -1.55 7.22 0.35
C -0.08 -0.50 -0.29 0.05
C 4.17 -0.70 2.17 -0.45
C -1.21 1.92 4.48 -0.32
C -2.07 -3.85 -3.26 -0.42
H 3.87 -0.29 3.13 0.33
C 0.05 -1.37 -7.28 -0.37
H -6.04 1.46 0.29 0.11
H -1.04 2.65 5.27 0.36
H -1.37 2.01 -4.52 0.30
F -3.62 -1.36 -5.53 -0.36
H 1.66 -3.13 -9.58 0.38
C -2.82 -0.82 1.96 0.46
C -5.80 0.62 -0.37 0.03
F 3.81 2.92 1.14 -0.23
H -2.37 3.02 -3.34 0.10
C -2.33 -2.21 1.75 -0.65
C 0.19 -1.98 5.41 0.30
N 1.69 -5.16 6.38 -0.39
N 3.88 -0.94 -1.15 -0.48
C 5.66 6.21 2.90 -0.38
H -0.07 4.19 0.25 0.18
N 0.65 -7.13 -2.13 -0.41
C -3.37 -2.23 -2.04 -0.02
C -0.04 -2.22 6.82 -0.95
C 5.76 4.93 3.46 -0.65
C 4.82 6.42 1.82 -0.56
N 4.31 -3.30 2.39 -0.50
H -0.24 1.57 4.14 0.20
C 4.20 -2.13 2.29 0.29
H 3.47 -0.27 1.45 0.02
H 6.14 7.01 3.46 0.36
C -4.64 4.66 1.34 0.18
C 2.89 -1.00 -3.57 -0.50
H 1.86 -5.74 0.27 0.06
N 0.41 -1.76 4.32 -0.26
H -2.34 -4.00 -1.22 0.41
H -0.21 0.63 1.47 0.05
H 2.36 -0.06 -3.74 0.27
C 2.13 -5.52 -0.77 -0.42
C 1.72 -5.19 3.77 -0.39
H 2.00 -3.47 -5.46 0.51
C 0.58 -1.89 -6.08 -0.44
H 1.91 -4.17 3.45 -0.01
H 2.60 -5.75 3.47 0.34
N -0.53 -0.74 -1.33 -0.28
H -0.78 -0.69 -7.22 0.40
C -2.66 -3.43 -2.08 -0.98
C 4.16 5.35 1.29 -0.25
C -3.37 2.56 -5.11 0.22
H 3.83 -0.90 -4.12 0.38
H 0.22 -1.54 -5.12 0.64
H -1.87 -2.31 0.77 -0.01
H -2.03 -3.52 -5.41 0.55
N -2.10 2.02 -0.54 -0.13
H 0.83 -5.71 3.42 0.32
H 6.41 4.68 4.28 0.39
H 1.36 0.41 0.78 0.12
H -5.12 2.80 2.01 0.19
C 5.06 3.88 2.89 -0.06
H 4.64 7.40 1.40 0.40
C 3.42 -1.03 -2.22 0.33
C 0.44 -0.12 1.01 -0.17
C -1.90 0.86 5.22 0.27
H -4.80 0.22 -0.21 -0.20
H -4.30 -0.67 -3.25 0.59
H 0.87 -2.07 7.41 0.31
C -3.71 -1.57 -3.22 -0.36
N -3.12 0.28 2.16 -0.37
C 0.48 -1.70 -8.55 -0.72
H -1.85 2.33 3.69 0.01
C 4.33 4.05 1.70 0.15
H -0.39 -3.25 6.98 0.28
C -3.24 -2.08 -4.43 0.27
C -1.55 3.03 -0.49 0.22
C -2.34 2.22 -4.08 -0.17
N -4.98 5.67 0.83 -0.46
H 3.16 -5.82 -0.94 0.30
N -2.40 -0.01 5.82 -0.54
N -4.17 2.76 -5.91 -0.42
C -4.22 3.40 2.03 0.13
H -0.53 4.64 -1.38 0.34
H -1.43 -4.72 -3.26 0.58
H -3.22 -2.84 1.77 0.45
C 1.47 5.19 3.79 -0.64
```

Gap between HOMO and LUMO in eV: 8.8351
Total energy in Ha: -2720.25071
Total charge: 0

---

(4)
Entry from OMol25: a molecular structure, C18H26InO28S6 at a distorted geometry (ωB97M-V with the def2-TZVPD basis set).

```
79
Properties=species:S:1:pos:R:3:mulliken_charge:R:1
S -23.68 14.08 -28.70 1.02
S -15.44 13.72 -22.09 1.07
H -26.66 16.38 -24.56 -0.32
C -27.87 14.83 -19.94 -0.34
C -23.64 14.63 -23.32 0.14
O -25.81 16.74 -17.75 -0.55
H -26.81 13.85 -27.50 -0.11
O -16.49 12.73 -21.27 -0.40
In -21.93 17.67 -26.94 1.01
C -19.92 17.61 -20.58 -0.36
H -24.72 14.50 -23.41 0.26
H -19.76 15.15 -22.95 0.44
C -22.96 14.10 -22.22 -0.24
O -28.25 12.53 -26.13 -0.25
O -26.71 19.95 -26.86 -0.54
O -26.49 17.43 -27.07 -0.28
O -23.42 15.90 -25.32 -0.38
O -27.56 13.69 -24.06 -0.47
O -23.70 13.63 -27.17 -0.25
H -28.48 17.53 -26.61 0.33
H -28.16 17.32 -24.26 0.35
C -25.91 13.37 -27.87 0.19
O -26.57 11.48 -24.62 -0.64
H -18.42 13.29 -21.13 0.10
C -17.78 12.75 -21.84 -0.02
O -25.26 14.31 -28.73 -0.33
H -27.85 15.90 -26.69 0.18
C -29.78 11.04 -25.07 -0.45
H -26.19 12.50 -28.45 0.21
H -25.13 13.81 -25.88 -0.38
H -19.69 18.01 -19.59 0.33
H -29.53 10.03 -25.39 0.32
S -25.84 15.66 -18.68 1.15
O -22.95 15.30 -28.78 -0.46
H -30.78 11.04 -24.66 0.31
S -25.99 18.82 -26.39 0.89
O -18.44 19.74 -22.67 -0.55
O -20.04 18.42 -24.01 -0.37
S -27.69 12.38 -24.63 1.28
H -24.81 12.10 -26.31 0.37
C -21.49 14.29 -22.09 0.21
O -23.56 13.65 -21.25 -0.47
C -27.60 16.91 -26.38 -0.33
H -26.03 14.58 -21.06 0.03
H -28.60 15.64 -20.00 0.33
O -28.96 11.58 -24.02 -0.35
O -23.40 12.99 -29.58 -0.56
O -27.31 14.95 -18.64 -0.35
O -20.36 18.53 -21.54 -0.29
O -16.16 13.20 -23.45 -0.41
H -29.51 11.23 -27.13 0.28
O -20.91 14.20 -21.02 -0.55
O -14.08 13.38 -21.82 -0.53
O -24.93 14.57 -18.62 -0.48
O -26.55 18.41 -24.92 -0.34
C -20.79 14.87 -23.16 1.13
C -17.53 13.37 -23.26 -0.05
H -18.11 12.98 -24.10 0.44
H -17.72 17.06 -20.50 0.51
C -24.95 13.11 -26.70 0.31
H -28.37 13.90 -20.19 0.32
O -15.83 15.10 -21.92 -0.46
H -20.71 16.90 -20.32 0.23
C -26.81 15.34 -20.93 0.05
H -27.23 15.76 -21.84 0.16
C -22.92 15.27 -24.42 0.56
S -19.32 18.61 -22.78 0.84
C -29.54 11.91 -26.29 -0.28
C -18.63 16.88 -21.07 0.23
C -27.29 17.22 -24.90 0.40
H -18.26 11.77 -21.92 0.33
H -18.81 15.80 -21.02 -0.25
C -21.37 15.31 -24.40 -0.53
O -18.47 17.26 -22.42 -0.26
O -20.81 15.77 -25.36 -0.68
O -26.05 16.29 -20.14 -0.34
O -24.56 18.74 -26.37 -0.39
H -17.76 14.44 -23.24 -0.02
H -30.18 12.80 -26.38 0.30
```

ΔE to the lowest compared entry with this formula, charge and spin in kcal per mole: 51.8
Gap between HOMO and LUMO in eV: 4.8909
Total energy in Ha: -5386.89189
Total charge: +1